Here is a molecular structure, C16H11MnN5S5SbSe from the Open Molecules 2025 dataset. Energies are from ωB97M-V/def2-TZVPD.

Atoms and positions in Å:
Sb1 2.8951 -2.3544 0.1645
Se1 -0.4892 -3.8510 -0.4337
Mn1 0.2172 -0.7124 0.2943
S1 2.5301 -4.1655 -1.1370
S2 1.0685 -2.2501 1.7864
S3 -4.2028 0.9129 0.3800
S4 2.0170 -0.4074 -1.0286
S5 4.8398 -1.8457 1.1401
N1 0.5219 1.0116 1.3360
N2 -0.1960 2.9146 2.2122
N3 -0.5293 -2.1353 -0.8987
N4 -1.3659 -4.3381 -1.8513
N5 -1.8012 0.1214 0.4684
C1 -0.5162 1.7953 1.5315
C2 3.3300 3.3153 3.2723
C3 -2.3506 -2.1360 -4.5951
C4 2.0142 3.7153 3.1663
C5 -1.8495 -0.9062 -4.0820
C6 -1.2289 -0.8363 -2.8704
C7 -1.0939 -2.0289 -2.1164
C8 -1.5675 -3.2658 -2.6347
C9 3.7806 2.1003 2.7284
C10 2.9393 1.2440 2.0531
C11 -2.9886 -0.2320 0.0645
C12 1.6093 1.6425 1.9355
C13 -3.0486 1.9524 1.0974
C14 -2.2128 -3.2974 -3.8989
C15 -1.8239 1.3669 1.0551
C16 1.1671 2.8466 2.4878
H1 -0.8071 0.0905 -2.5016
H2 4.0330 3.9513 3.7923
H3 -2.8318 -2.1421 -5.5635
H4 4.8193 1.8221 2.8417
H5 -3.1875 -1.1677 -0.4346
H6 3.3057 0.3103 1.6466
H7 -1.9440 -0.0114 -4.6826
H8 -2.5689 -4.2430 -4.2816
H9 -3.3252 2.9139 1.4925
H10 -0.8240 3.6533 2.4738
H11 1.6652 4.6464 3.5900

Its highest occupied orbital energy (spin up / spin down) is -7.36 / -7.35 eV. Its spin multiplicity is 5. The calculation puts the molar mass at 689.292 Da. The calculation puts the frontier orbital gap (spin up / spin down) at 5.91 / 6.15 eV. The calculation puts the total energy at -6673.8105 Eh. The calculation puts the largest force on an atom at 0.0094 hartree/bohr. As for the net charge: 0.